Record 1
Below is a single C18H27N3O3 molecule, with properties calculated with the ωB97M-V functional and the def2-TZVPD basis.

Calculated values
Energy ... -29715.873 eV
Gap between HOMO and LUMO ... 8.42 eV
Highest occupied orbital energy ... -7.552 eV
Structure (SMILES) ... CCOc1ccc(/C=N/NC(=O)CN2CCCCC2)cc1OCC

Atoms and positions in Å:
C -7.57638 -1.85364 0.25886
C -6.40954 -0.87871 0.20363
O -5.22539 -1.65470 0.13990
C -3.99340 -1.09639 0.03255
C -2.95970 -2.02854 -0.08026
C -1.64315 -1.64984 -0.19788
C -1.31238 -0.29617 -0.20687
C 0.05387 0.16199 -0.33310
N 1.00389 -0.68295 -0.45206
N 2.29899 -0.31125 -0.58051
C 2.89596 0.90770 -0.56286
O 2.33587 1.97693 -0.43835
C 4.40987 0.79749 -0.76425
N 4.92181 -0.47087 -0.28267
C 5.02627 -0.53394 1.16877
C 6.22035 0.24120 1.73670
C 7.51342 -0.23529 1.07929
C 7.39075 -0.12518 -0.43851
C 6.15906 -0.90556 -0.90766
C -2.33726 0.64485 -0.09116
C -3.66755 0.27598 0.02928
O -4.68831 1.18528 0.14836
C -4.38772 2.56575 0.13916
C -5.70269 3.31805 0.27676
H -7.57754 -2.48328 -0.62678
H -7.48775 -2.49054 1.13474
H -8.51284 -1.30546 0.30886
H -6.49163 -0.23732 -0.68055
H -6.40140 -0.24420 1.09649
H -3.24049 -3.07010 -0.07194
H -0.85769 -2.38176 -0.28521
H 0.20904 1.23865 -0.32169
H 2.93608 -1.10037 -0.65098
H 4.58601 0.86331 -1.84258
H 4.86723 1.68304 -0.30134
H 4.09429 -0.15808 1.59732
H 5.12454 -1.59078 1.43841
H 6.26422 0.09301 2.81664
H 6.08845 1.30952 1.55322
H 8.35894 0.35640 1.43607
H 7.69410 -1.27862 1.35079
H 8.28274 -0.52444 -0.92374
H 7.29083 0.92375 -0.72589
H 6.04516 -0.82823 -1.99182
H 6.28950 -1.96358 -0.65564
H -2.06776 1.68923 -0.09656
H -3.72051 2.81472 0.97593
H -3.89204 2.84022 -0.80230
H -6.19252 3.04482 1.20745
H -5.51664 4.38814 0.27243
H -6.36338 3.06728 -0.54873

Record 2
Below is a single C3H5NO molecule, with properties calculated with the ωB97M-V functional and the def2-TZVPD basis.

Calculated values
Energy ... -6727.269 eV
Gap between HOMO and LUMO ... 10.36 eV
Highest occupied orbital energy ... -9.398 eV
Structure (SMILES) ... O=CN1CC1

Atoms and positions in Å:
O 2.41309 0.37615 0.33322
C 1.56891 -0.27431 -0.29376
N 0.24261 -0.07863 -0.24881
C -0.76131 0.88955 -0.10472
C -0.90745 -0.55710 0.35814
H 1.79445 -1.16951 -0.94679
H -0.63305 1.66712 0.67342
H -1.41111 1.20777 -0.92028
H -1.56087 -1.17488 -0.25726
H -0.74527 -0.88616 1.40683

Record 3
Below is a single C3H4O3S molecule, with properties calculated with the ωB97M-V functional and the def2-TZVPD basis.

Calculated values
Energy ... -20151.178 eV
Gap between HOMO and LUMO ... 10.43 eV
Highest occupied orbital energy ... -9.532 eV

Atoms and positions in Å:
C 0.89221 -0.38038 0.13343
C -0.49448 -0.17524 -0.55118
C -0.65586 1.00294 -1.14789
O 2.25972 2.58713 0.43981
O 2.04131 0.25596 -0.50593
O 0.26355 1.98453 -0.90305
S 1.97112 1.87324 -0.72950
H 0.96847 -1.44091 0.33979
H 0.68600 0.15506 1.08013
H -1.11078 -0.96200 -0.58047
H -1.46657 1.44800 -1.77705

Record 4
Below is 13 unconnected molecules or ions with the total composition C46H62Cl6F30O20, with properties calculated with the ωB97M-V functional and the def2-TZVPD basis.

Calculated values
Spin multiplicity ... 2
Energy ... -246304.797 eV
Gap between HOMO and LUMO (spin up / spin down) ... 9.81 / 2.65 eV
Net charge ... +1
Highest occupied orbital energy (spin up / spin down) ... -12.377 / -12.377 eV
⟨S²⟩ ... 0.75

Atoms and positions in Å:
C 2.17912 -18.38810 -19.92760
C 3.33332 -18.31843 -20.94692
O 3.39128 -16.98665 -21.48419
C 2.62825 -16.55707 -22.60767
O 1.85447 -17.20583 -23.33793
C 2.66210 -15.07224 -22.90878
F 2.74384 -14.77620 -24.22235
F 1.43657 -14.62351 -22.54517
F 3.48137 -14.38672 -22.10235
H 2.26927 -19.36387 -19.45027
H 1.17460 -18.03057 -20.15388
H 2.36612 -17.68796 -19.11340
H 3.25659 -19.05524 -21.74651
H 4.27006 -18.50480 -20.42168
C 1.14523 -10.46920 -24.09086
C 2.63882 -10.05195 -24.26844
O 3.15023 -10.46688 -25.47076
C 3.29832 -9.60634 -26.52199
O 3.04597 -8.41563 -26.51192
C 4.03018 -10.27127 -27.70572
F 4.80765 -9.46979 -28.26168
F 4.80398 -11.24885 -27.29677
F 3.20025 -10.81930 -28.56869
H 0.59393 -10.04681 -24.93096
H 0.78206 -10.15212 -23.11328
H 0.81847 -11.50906 -24.08757
H 3.25857 -10.53385 -23.51228
H 2.75723 -8.98402 -24.08509
C 6.95339 -8.43942 -24.65512
C 7.79516 -7.13999 -24.37789
O 8.17337 -7.09394 -23.05725
C 9.28479 -6.47267 -22.71896
O 9.90218 -5.76817 -23.43108
C 9.73063 -6.70765 -21.30032
F 9.02136 -7.63677 -20.72590
F 10.94918 -7.24093 -21.22980
F 9.70795 -5.61775 -20.57299
H 7.48081 -9.37934 -24.49241
H 6.61293 -8.59590 -25.67869
H 6.10264 -8.56575 -23.98552
H 7.21327 -6.26267 -24.66039
H 8.66234 -7.09849 -25.03696
C 10.42818 -10.36520 -23.44581
C 11.41410 -9.80400 -24.42329
O 11.99420 -8.58156 -23.97555
C 13.06158 -8.06455 -24.67041
O 13.42421 -8.49970 -25.75421
C 13.62702 -6.70668 -24.06807
F 14.96530 -6.56287 -24.37923
F 12.97158 -5.71558 -24.71297
F 13.40981 -6.57982 -22.74875
H 10.87532 -10.40076 -22.45238
H 10.19167 -11.37482 -23.78172
H 9.45889 -9.86793 -23.48193
H 11.07327 -9.67179 -25.45016
H 12.16803 -10.58553 -24.51765
C 9.50038 -15.19737 -30.02871
C 10.17906 -16.01761 -31.13230
O 11.32705 -15.18398 -31.46907
C 12.31713 -15.59267 -32.39606
O 12.49650 -16.72988 -32.81380
C 13.25709 -14.41148 -32.70958
F 14.52202 -14.78405 -32.45740
F 13.24539 -14.16100 -34.00542
F 13.00645 -13.22128 -32.07238
H 9.23545 -14.25695 -30.51196
H 10.17578 -15.00513 -29.19505
H 8.56420 -15.59928 -29.64124
H 9.53873 -16.20108 -31.99510
H 10.48091 -17.01465 -30.81154
C 4.96987 -15.08488 -29.41600
C 5.60873 -14.36747 -28.21412
O 5.23969 -15.15702 -27.08912
C 6.05085 -16.23063 -26.68711
O 7.12320 -16.49301 -27.33061
C 5.59638 -17.04933 -25.47195
F 6.42738 -16.73515 -24.47355
F 4.37045 -16.78508 -25.04742
F 5.69429 -18.29647 -25.88119
H 5.23591 -14.61346 -30.36208
H 3.87989 -15.08116 -29.41000
H 5.22928 -16.13034 -29.58277
H 5.10151 -13.43086 -27.98263
H 6.67844 -14.22233 -28.36496
C 6.32567 -12.53786 -23.02288
C 6.54739 -13.01478 -24.40254
O 7.90739 -13.38919 -24.45657
C 8.68852 -13.13136 -25.52480
O 8.48361 -12.20834 -26.32678
C 9.92029 -14.05045 -25.65553
F 10.17006 -14.81361 -24.53043
F 9.83228 -14.86608 -26.64442
F 10.96824 -13.30641 -25.88697
H 6.51823 -13.25481 -22.22475
H 5.27263 -12.35609 -22.80799
H 6.96271 -11.68577 -22.78577
H 6.18751 -12.28354 -25.12633
H 5.96355 -13.92621 -24.53106
C 10.50296 -11.90150 -19.11979
C 10.54062 -13.10454 -20.09852
O 9.63280 -14.11688 -19.65552
C 8.98910 -14.96300 -20.54085
O 8.93510 -14.78662 -21.79296
C 7.97960 -15.98053 -19.96825
F 7.65467 -15.64938 -18.71356
F 6.83966 -16.06536 -20.69109
F 8.47336 -17.20031 -19.89978
H 9.46710 -11.62013 -18.93022
H 11.17941 -11.05844 -19.26034
H 10.88451 -12.42079 -18.24067
H 11.51164 -13.59196 -20.18594
H 10.23259 -12.71000 -21.06680
C 8.73369 -20.87434 -22.58331
C 10.19211 -20.69158 -22.92279
O 10.46184 -19.29937 -22.75135
C 11.47404 -18.90101 -21.94324
O 12.26001 -19.62982 -21.33463
C 11.58513 -17.34378 -21.87783
F 10.71298 -16.76218 -22.67045
F 11.31369 -17.00115 -20.69691
F 12.84282 -17.14857 -22.22769
H 8.64532 -20.47627 -21.57245
H 8.44911 -21.92507 -22.52783
H 7.98166 -20.29160 -23.11527
H 10.40427 -20.87148 -23.97671
H 10.77539 -21.37190 -22.30227
C 4.91846 -6.80966 -16.67117
C 6.18479 -7.25790 -17.56081
O 5.90610 -8.31229 -18.46586
C 5.39809 -8.15491 -19.70402
O 4.86209 -7.18948 -20.15569
C 5.58652 -9.41379 -20.73466
F 5.85036 -10.45595 -20.00743
F 4.46743 -9.49379 -21.49810
F 6.61946 -9.16659 -21.48194
H 5.29764 -6.16597 -15.87746
H 4.53035 -7.60845 -16.03919
H 4.10933 -6.35936 -17.24618
H 6.87690 -7.58367 -16.78430
H 6.55794 -6.32858 -17.99117
Cl 12.87660 -12.86101 -28.55945
C 12.63655 -11.09594 -28.43204
C 11.12694 -10.85921 -28.25073
Cl 10.24587 -11.26956 -29.79861
H 13.06970 -10.69441 -29.34815
H 13.33868 -10.71849 -27.68864
H 10.99971 -9.78726 -28.09958
H 10.78277 -11.41521 -27.37867
Cl 2.32984 -12.04248 -19.58065
C 3.97336 -12.81440 -19.33273
C 4.68965 -12.42754 -18.02480
Cl 6.28254 -13.13102 -17.91612
H 4.47771 -12.68092 -20.28977
H 3.83072 -13.89400 -19.37983
H 4.11246 -12.80934 -17.18268
H 4.86581 -11.35213 -18.00146
Cl 13.88431 -12.47974 -25.21509
C 14.14507 -13.96701 -24.22730
C 13.27173 -13.90345 -22.87607
Cl 13.25875 -12.26556 -22.14059
H 15.19265 -14.11466 -23.96484
H 13.83310 -14.90542 -24.68573
H 13.82652 -14.50262 -22.15407
H 12.21330 -14.14578 -22.97148

Record 5
Below is a molecular structure, C29H30F4N4PSZr, with properties calculated with the ωB97M-V functional and the def2-TZVPD basis.

Calculated values
Energy ... -68792.164 eV
Gap between HOMO and LUMO ... 7.35 eV
Net charge ... +1
Highest occupied orbital energy ... -10.421 eV

Atoms and positions in Å:
Zr -0.12111 0.28701 0.11171
C -2.64029 0.15771 -2.28810
C -1.41908 1.01040 -2.61318
N -0.92009 1.86964 -1.48871
C 0.10157 2.77618 -2.09295
C 0.73235 3.78361 -1.15201
C -2.02440 2.67806 -0.88204
C -1.96405 2.63469 0.63317
N -1.84142 1.22465 1.01470
C -2.21907 0.81584 2.27258
C -1.71909 -0.40606 2.71934
F -0.87475 -1.05654 1.81495
C -2.02890 -1.03028 3.90071
F -1.48962 -2.21937 4.17343
C -2.88753 -0.40869 4.78237
C -3.40422 0.81351 4.39398
F -4.24886 1.44845 5.20563
C -3.10115 1.41593 3.18357
F -3.70334 2.58292 2.90287
H -2.65655 -0.71497 -2.94182
H -3.57183 0.69813 -2.44348
H -2.64695 -0.19037 -1.25500
H -1.64271 1.65008 -3.47281
H -0.57869 0.37788 -2.91763
H -0.38907 3.30773 -2.91650
H 0.86365 2.13785 -2.54176
H -0.00341 4.47126 -0.73570
H 1.44374 4.38238 -1.72256
H 1.25832 3.30146 -0.32894
H -2.97483 2.25234 -1.19003
H -1.98167 3.69928 -1.26434
H -2.86355 3.10266 1.02424
H -1.10520 3.20405 1.00867
H -3.14710 -0.85229 5.73154
N 1.25091 -1.67317 -2.57004
P 2.03666 -0.54460 -1.54467
C 3.24694 0.23642 -2.63122
C 3.49808 1.59862 -2.50666
C 4.47142 2.19917 -3.29527
C 5.18629 1.44147 -4.20818
C 4.95503 0.07450 -4.31856
C 3.99933 -0.52984 -3.52214
C 3.07978 -1.59342 -0.48528
C 2.87583 -2.95930 -0.33616
C 3.69596 -3.69531 0.51109
C 4.71356 -3.06710 1.20845
C 4.91584 -1.69843 1.06617
C 4.10071 -0.96186 0.22760
C 0.12085 -2.32048 -2.12216
C -0.38661 -3.40825 -2.84668
C -1.50772 -4.05413 -2.39322
C -2.12230 -3.60834 -1.22062
C -1.57435 -2.53536 -0.57409
N -0.46231 -1.87735 -0.99200
H 1.74531 -2.13337 -3.32041
H 2.96290 2.18272 -1.76948
H 4.67284 3.25688 -3.19061
H 5.93990 1.91036 -4.82666
H 5.53360 -0.51928 -5.01330
H 3.86692 -1.60526 -3.57564
H 2.08554 -3.46673 -0.87650
H 3.53625 -4.75941 0.62283
H 5.35165 -3.64142 1.86666
H 5.70812 -1.20640 1.61394
H 4.24963 0.10685 0.13137
H 0.11998 -3.72194 -3.74935
H -1.90604 -4.89892 -2.93914
H -3.00377 -4.08753 -0.82226
H -2.03759 -2.16973 0.33147
S 1.50663 1.13760 1.36293

Question: Look up the energy of the fourth one.
Answer: -246304.797 eV

Question: The highest energy belongs to which entry?
Answer: C3H5NO

Question: The lowest energy belongs to which entry?
Answer: C46H62Cl6F30O20